(1)
Molecular formula: C4H7NO2
Method: DFT, the ωB97M-V functional and the def2-TZVPD basis

Geometry (Å):
C: 0.172 -0.385 -0.140
H: 0.996 1.993 2.118
O: 1.833 -0.435 1.585
H: -0.604 1.841 1.268
H: -1.459 -1.233 -1.916
C: 0.747 0.199 1.044
N: -1.566 -0.236 -1.795
H: -1.766 0.264 -2.646
H: 0.068 -2.262 0.356
O: 0.406 -1.745 -0.385
C: 0.381 1.443 1.425
H: 2.041 -1.197 1.023
C: -0.673 0.341 -0.921
H: -0.576 1.411 -1.016

## Properties
SMILES string ... C=C(O)/C(O)=C/N
M ... 101.10 Da
HOMO-LUMO gap ... 8.15 eV
Total charge ... 0
E_tot ... -361.79861 hartree
HOMO ... -7.5476 eV



(2)
Molecular formula: C2H9N2O
Method: DFT, the ωB97M-V functional and the def2-TZVPD basis

Geometry (Å):
H: 3.397 -0.350 0.157
O: 2.988 -0.097 0.987
H: 3.638 0.366 1.524
H: -0.644 0.393 -1.669
N: 0.342 -0.893 0.285
H: 0.333 -1.907 0.471
C: -1.013 -0.331 0.236
H: 0.878 -0.757 -0.571
C: -1.306 0.455 -0.805
H: -2.426 1.976 -1.537
H: -2.932 1.294 -0.138
H: -1.672 -0.659 1.024
N: -2.503 1.097 -1.041
H: 0.921 -0.586 1.077

## Properties
M ... 77.11 Da
HOMO-LUMO gap ... 9.94 eV
Total charge ... +1
E_tot ... -266.08739 hartree
HOMO ... -13.3261 eV



(3)
Molecular formula: C22H11BrCl64NO2
Method: DFT, the ωB97M-V functional and the def2-TZVPD basis

Geometry (Å):
Cl: 3.211 2.785 0.841
C: -1.503 6.363 -2.722
Cl: -7.803 -2.057 5.799
Cl: 3.552 -7.652 -4.701
Cl: 3.975 8.077 -1.590
C: -3.427 -2.959 -2.676
Cl: -2.611 -4.845 1.240
C: -0.752 -3.602 -3.180
Cl: -5.590 -3.930 5.734
N: -2.612 -1.766 -3.086
C: 3.225 5.749 12.829
C: 6.048 12.124 3.539
Cl: 4.394 8.870 1.169
O: 3.056 -3.321 -2.770
H: -2.553 -1.081 -2.301
O: -1.156 -3.784 -1.795
C: -5.466 1.333 6.880
Cl: -2.356 7.874 -3.101
C: -5.341 -0.267 -4.982
Cl: 4.024 7.301 12.501
H: -3.794 -3.458 -3.656
Cl: -4.862 1.159 5.217
Cl: -6.336 1.082 -4.397
Cl: -0.306 6.648 -1.443
Cl: -5.392 1.212 1.456
Cl: -5.547 -5.870 -2.481
Cl: 4.833 -6.625 -7.094
Cl: 2.376 10.202 -0.432
H: -4.332 -2.617 -2.050
Cl: -0.673 5.765 -4.174
Cl: -0.226 3.819 -6.613
H: 0.958 -5.025 -3.208
Cl: 0.734 1.482 0.049
C: -7.217 -3.630 6.382
Cl: 11.332 -8.076 -2.540
C: 0.795 -3.908 -3.470
Cl: 1.225 4.214 -0.729
Cl: 3.470 8.554 6.382
Cl: 5.092 12.358 2.060
Cl: 6.435 -7.808 -4.984
Cl: -5.453 -1.628 -3.839
Cl: -2.674 5.146 -2.165
H: -0.488 -1.294 -3.382
H: -1.298 -2.155 -4.786
Cl: -2.659 -4.668 4.131
Cl: 4.995 11.512 4.832
Cl: 8.894 -6.787 -3.442
Cl: 4.725 -9.486 -6.621
Cl: 2.766 2.077 -1.937
Cl: -5.339 -0.490 -0.889
C: -1.233 -2.130 -3.629
Cl: -1.570 1.831 -8.245
Cl: -5.004 -1.646 1.758
Cl: 11.474 -5.660 -4.141
C: -1.476 2.559 -6.629
Cl: 8.528 -3.560 -3.059
Cl: 10.604 -8.151 -5.348
Cl: 6.370 -5.214 -2.036
C: 10.576 -7.169 -3.868
C: -3.435 -5.407 2.714
C: 1.832 -3.082 -2.574
Cl: 1.216 9.878 7.642
H: -3.041 -4.203 -0.829
Cl: 5.966 -2.364 -2.403
C: -2.591 -4.096 -1.888
C: 6.768 -3.810 -3.053
Cl: -6.187 -8.603 -1.751
Cl: 6.759 13.673 4.037
Cl: -6.249 -6.514 0.259
Cl: -7.125 1.967 6.844
Cl: -3.046 3.275 -6.208
Br: 1.338 -1.728 -1.205
C: 4.887 -7.893 -5.850
C: 2.830 9.187 7.914
Cl: -5.152 -4.939 2.681
C: -5.421 -7.099 -1.200
Cl: -5.922 -0.785 -6.578
Cl: 7.345 10.949 3.226
Cl: 3.918 10.449 8.532
H: -3.105 -1.280 -3.870
Cl: -8.319 -4.912 5.835
Cl: 6.206 -4.103 -4.713
C: -4.659 -0.234 0.735
Cl: -3.647 0.259 -5.110
H: -2.736 -5.127 -2.385
C: 3.181 8.652 -0.109
C: 1.991 2.641 -0.441
Cl: -3.710 -7.408 -0.838
Cl: 2.718 7.869 9.100
Cl: 1.527 6.037 13.264
Cl: 1.975 7.457 0.418
Cl: 4.050 4.930 14.172
H: 1.020 -3.842 -4.603
Cl: -1.036 1.305 -5.435
Cl: -3.305 -7.174 2.820
Cl: -2.899 -0.007 0.611
Cl: -4.421 2.457 7.775
Cl: 3.299 4.727 11.377
Cl: -7.155 -3.619 8.157
H: -1.355 -4.346 -3.838
Cl: -5.456 -0.252 7.681

## Properties
M ... 2670.23 Da
HOMO-LUMO gap ... 9.32 eV
Total charge ... +1
E_tot ... -33075.89848 hartree
HOMO ... -12.1058 eV



(4)
Molecular formula: C37H54Cl7CuN3O6
Method: DFT, the ωB97M-V functional and the def2-TZVPD basis

Geometry (Å):
H: -1.900 -2.165 -0.500
H: -4.673 -0.147 1.548
Cl: 0.552 -4.982 0.973
O: 3.147 -1.312 -3.483
Cl: 0.031 0.991 -1.296
Cl: -3.826 5.300 -3.363
O: 6.460 -4.893 -1.419
O: 1.030 1.539 -0.420
C: 3.787 -3.508 -5.116
C: 2.828 1.207 4.163
C: 5.204 -5.443 -5.413
C: -3.211 1.327 3.266
H: 3.227 -0.619 1.300
H: -3.133 4.315 5.131
C: 4.392 -2.443 1.251
C: -2.719 3.930 -3.394
H: -4.074 -1.507 -0.733
H: 3.592 0.436 4.206
C: -1.253 4.386 -3.338
C: 0.851 -4.124 -1.599
C: 3.366 -1.406 -0.642
H: -1.499 -0.293 -4.330
C: 1.264 -5.257 -0.660
C: -3.564 -1.841 3.264
C: -3.627 3.428 4.741
C: 4.201 -4.587 -5.889
C: -3.722 -0.511 1.170
C: 4.773 -3.327 -0.985
N: -2.793 -0.975 2.300
H: -2.941 3.324 -2.516
C: 4.960 -3.402 0.392
H: -0.952 3.896 -0.444
H: 0.859 4.482 0.958
H: 3.884 -4.724 -6.915
C: 5.670 -5.233 -4.126
H: -2.444 -3.542 0.356
H: 1.524 0.120 2.768
H: -0.999 -1.075 1.099
H: -2.878 3.323 -4.282
C: 4.142 -3.435 -3.782
H: -0.954 5.091 -2.569
H: 0.581 6.582 2.393
H: -4.648 -2.356 0.715
Cl: -2.893 0.824 -5.978
C: -2.392 0.332 -4.355
H: -1.434 0.616 2.207
H: -2.812 -2.165 3.982
H: -4.283 3.746 3.930
C: 0.849 2.150 2.873
C: -1.729 -1.775 1.492
C: -2.173 0.271 2.931
N: -2.401 6.989 2.973
H: 6.502 -5.838 -3.785
H: 0.039 5.870 0.232
Cl: -0.917 -4.198 -1.963
H: 5.517 -4.221 0.825
O: 0.317 1.368 -2.672
H: -3.875 -1.274 -4.070
Cl: -0.819 5.163 -4.906
H: 3.136 -2.757 -5.539
C: 5.546 -4.239 -1.866
H: -3.250 0.310 0.628
C: -3.839 -1.751 0.301
C: 3.768 -2.245 -2.980
H: -0.658 3.482 -3.205
C: 3.937 -2.310 -1.508
H: 4.599 -2.525 2.309
C: -1.435 6.443 2.691
H: -1.359 3.323 1.210
H: 5.661 -6.172 -6.065
H: 1.298 3.145 2.864
C: -1.209 4.197 0.569
H: -1.745 2.784 3.734
C: 1.969 1.109 2.909
C: -2.633 2.387 4.236
H: -2.170 1.818 5.048
H: -4.227 2.983 5.534
H: -3.978 -2.702 2.754
C: -3.498 -0.365 -3.606
H: 0.262 2.053 1.959
C: -2.509 -2.458 0.357
C: 3.646 -1.418 0.706
H: -1.550 -0.132 3.734
Cl: -4.921 0.718 -3.381
C: 2.001 1.186 5.386
O: 0.127 -0.450 -1.134
H: 2.754 -0.615 -1.063
O: -1.277 1.394 -0.911
C: -0.043 5.092 0.996
Cu: 2.342 0.681 -4.436
H: 1.377 -4.302 -2.537
N: 1.369 1.189 6.343
H: 3.240 2.219 4.215
H: 2.352 -5.297 -0.655
H: -3.198 -0.652 -2.599
H: 0.858 -6.196 -1.023
H: -4.264 -1.161 3.735
H: -4.052 0.902 3.821
H: 0.064 5.058 3.124
H: -1.403 -2.486 2.250
H: -2.106 1.276 -3.894
C: 5.083 -4.325 -3.272
H: 1.092 -3.129 -1.237
H: 0.186 2.035 3.730
H: -3.553 1.763 2.330
C: -0.168 5.788 2.344
H: 2.581 1.296 2.025
H: -2.215 4.623 0.575

## Properties
M ... 948.57 Da
HOMO-LUMO gap ... 7.27 eV
Total charge ... +1
E_tot ... -6919.26298 hartree
HOMO ... -12.0851 eV



(5)
Molecular formula: C26H38N3O12P2PbS
Method: DFT, the ωB97M-V functional and the def2-TZVPD basis

Geometry (Å):
H: 4.700 3.725 -5.879
C: -3.890 -0.894 3.738
C: 3.122 0.437 2.775
O: -1.193 -1.450 1.052
N: 3.690 -3.326 1.782
H: 1.801 -1.903 2.746
N: 2.769 0.672 -3.160
O: 2.584 1.774 -0.664
H: -3.361 0.389 -2.341
H: -3.775 -2.567 -0.032
H: 0.370 -2.384 -4.655
H: 1.220 0.965 3.604
C: 3.768 -2.916 0.692
H: -4.099 -2.117 -1.716
C: 3.878 2.141 -5.260
Pb: 1.726 -0.471 -1.343
C: 3.758 2.695 -3.962
O: -0.389 -1.288 -2.447
H: 3.612 0.189 3.719
O: -0.474 1.857 -0.031
C: -1.513 1.039 2.320
H: -4.886 -0.268 -0.444
H: 1.330 -6.146 -3.074
C: 0.239 -4.785 -1.776
H: 3.508 -0.224 1.998
C: 3.195 1.926 -2.970
H: -5.947 -1.548 3.794
H: -2.291 1.789 2.184
C: 3.445 0.881 -5.501
O: 2.343 -1.717 -5.814
C: 2.414 -1.196 -4.696
H: 1.091 4.692 2.603
C: -3.094 0.568 -1.297
O: 4.441 2.886 -6.270
H: -2.014 0.448 -1.191
H: -1.225 4.394 3.485
H: -1.257 0.941 3.376
H: -3.361 1.592 -1.025
C: -3.507 -1.872 -0.831
H: 1.504 -1.302 4.387
C: 0.977 -5.127 -2.948
S: 3.933 -2.328 -0.854
H: 0.057 -5.497 -0.985
C: 1.624 0.238 2.899
H: 3.341 1.470 2.496
H: -4.524 -0.699 5.794
H: -0.688 -3.099 -0.786
H: -4.152 0.134 3.468
H: 4.079 3.702 -3.727
P: -0.056 1.603 1.346
H: -2.811 -0.310 5.509
H: -1.822 4.286 1.810
H: -3.341 -1.996 5.494
H: 0.184 -1.356 3.194
N: -0.001 -2.582 -2.637
C: 1.249 -4.209 -3.901
H: -5.144 -1.754 2.222
O: 2.034 -1.900 -3.574
O: -3.493 -0.191 0.989
C: 3.052 2.533 -1.569
C: 0.847 -2.787 -3.764
C: -1.048 4.713 2.455
C: -3.630 -0.976 5.231
O: 0.449 2.834 2.228
C: 0.577 4.645 0.530
C: -0.173 -3.486 -1.659
O: 3.403 3.714 -1.424
P: -2.138 -0.573 1.730
C: 2.881 0.120 -4.431
C: -3.809 -0.438 -0.418
O: -2.675 -1.269 3.082
C: -5.011 -1.821 3.301
H: -1.113 5.802 2.406
C: 0.321 4.250 1.970
H: 1.516 4.233 0.157
H: 1.850 -4.434 -4.774
O: 1.060 0.515 1.577
H: -2.450 -1.996 -1.074
C: 1.249 -1.169 3.332
H: 0.623 5.736 0.467
H: -4.755 -2.852 3.557
H: -0.221 4.278 -0.118
H: 3.513 0.417 -6.476

## Properties
M ... 885.81 Da
HOMO-LUMO gap (alpha / beta) ... 3.49 / 4.86 eV
2S+1 ... 2
Total charge ... -2
E_tot ... -3354.70635 hartree
HOMO (alpha / beta) ... 0.1720 / -1.1960 eV



(6)
Molecular formula: C4H13N2O
Method: DFT, the ωB97M-V functional and the def2-TZVPD basis

Geometry (Å):
C: 0.392 -0.344 -1.030
H: 0.990 -1.291 -1.210
C: 0.694 0.046 1.456
H: -3.505 -0.413 -0.935
H: -3.573 -1.950 -0.442
H: -0.459 0.228 1.563
H: -0.617 -0.622 -0.720
H: 2.883 -0.277 -0.116
H: 0.695 2.284 -0.669
H: 2.853 1.125 0.713
H: -3.802 -0.417 0.784
H: 0.991 -1.031 1.385
C: 2.385 0.585 -0.152
H: 0.314 0.085 -1.951
O: -1.990 -0.932 0.172
C: -3.234 -0.942 -0.086
H: 1.191 0.533 2.206
N: 0.227 1.619 -0.036
N: 0.971 0.555 0.130
H: 2.591 1.161 -1.064

## Properties
M ... 105.16 Da
HOMO-LUMO gap (alpha / beta) ... 8.33 / 8.48 eV
Total charge ... +1
E_tot ... -344.43892 hartree
HOMO (alpha / beta) ... -13.7213 / -14.2652 eV